1.
The following is a quantum chemistry calculation of an isolated molecule of C6H8O2, from the OMol25 dataset.

SMILES string: CC1=COC=C[C@@H]1O
Energy, hartree: -383.73237
Strongest force on any atom, eV/A: 8.4
Relative energy (zero: lowest compared OMol25 entry of this formula, charge and spin), eV: 4.837
HOMO-LUMO gap, eV: 9.50

Each line ends with the Löwdin charge.
Geometry (Å):
C: 2.14499 -0.82501 0.25205  -0.036
C: 0.68269 -0.45966 0.16405  -0.250
C: -0.13181 -1.35054 -0.05184  -0.148
O: -1.42918 -1.17186 -0.34133  0.026
C: -1.94115 -0.01717 -0.07284  -0.178
C: -1.25663 1.08422 0.32753  -0.061
C: 0.20166 1.01721 0.38445  -0.279
O: 0.98121 1.61540 -0.76018  -0.023
H: 2.56619 -1.93748 0.05728  0.148
H: 2.42448 -0.30673 1.17531  0.093
H: 2.68748 -0.50948 -0.49396  -0.001
H: 0.25885 -2.46125 -0.06314  0.177
H: -3.13067 0.06034 0.04579  0.167
H: -1.70658 2.00770 1.13444  0.191
H: 0.42555 1.37125 1.42941  0.148
H: 1.85996 1.53302 -0.49350  0.025

Atoms 1-2, force components in eV/Å:
-1.6 -2.6 3.6
4.2 5.0 2.0

=====

2.
The following is a quantum chemistry calculation of a cluster of 15 separate species, C60H165N15O15 in total, from the OMol25 dataset.

Energy, hartree: -4334.60853
Strongest force on any atom, eV/A: 2.3
Relative energy (zero: lowest compared OMol25 entry of this formula, charge and spin), eV: 3.403
HOMO-LUMO gap, eV: 9.27

Each line ends with the Löwdin charge.
Geometry (Å):
C: 5.96642 0.68058 3.71565  -0.068
C: 5.21252 1.81584 4.33457  -0.387
C: 3.95113 2.27105 3.58519  -0.191
O: 4.29036 2.50448 2.20975  -0.205
C: 3.26618 2.97919 1.36932  -0.122
N: 4.76484 1.32411 5.72420  0.043
H: 5.46455 -0.28593 3.82993  0.055
H: 6.90580 0.53895 4.24429  0.080
H: 6.14639 0.87276 2.66376  0.057
H: 5.83228 2.71295 4.31820  0.131
H: 3.56793 3.19765 4.00051  0.106
H: 3.20217 1.47800 3.61315  0.120
H: 3.68895 2.90526 0.36808  0.059
H: 2.87590 3.95827 1.65966  0.060
H: 2.39828 2.30965 1.36213  0.077
H: 4.24938 2.00725 6.27051  0.041
H: 5.59181 1.15065 6.29146  0.062
C: -0.62699 2.61975 3.75856  -0.055
C: 0.00231 3.91086 4.31326  -0.377
C: 0.84601 3.67043 5.58621  -0.195
O: 1.25601 4.87915 6.25564  -0.213
C: 1.94167 4.66200 7.50231  -0.085
N: 0.94132 4.50045 3.28063  0.061
H: -1.51061 2.39121 4.35116  0.070
H: 0.09909 1.81744 3.70250  0.072
H: -0.98014 2.83552 2.74666  0.046
H: -0.79884 4.59579 4.60403  0.130
H: 1.76043 3.12306 5.35901  0.101
H: 0.20706 3.11399 6.28179  0.122
H: 2.23069 5.67673 7.78823  0.089
H: 2.89925 4.15327 7.35901  0.076
H: 1.23236 4.18767 8.16575  0.084
H: 1.31569 5.35327 3.66623  0.070
H: 0.43834 4.60853 2.41294  0.052
C: -6.54980 2.48698 -4.82155  -0.056
C: -5.06087 2.37201 -4.62003  -0.432
C: -4.56445 3.13577 -3.43432  -0.183
O: -5.11106 4.47141 -3.40928  -0.196
C: -4.19540 5.52860 -3.18017  -0.114
N: -4.75858 0.95364 -4.37411  0.049
H: -6.89062 3.45554 -5.17975  0.078
H: -7.13642 2.23383 -3.93008  0.082
H: -6.94702 1.74151 -5.51570  0.077
H: -4.53276 2.83723 -5.45901  0.139
H: -3.49902 3.37141 -3.45134  0.114
H: -4.88648 2.52643 -2.58624  0.106
H: -3.45792 5.31103 -2.41204  0.060
H: -4.67819 6.46218 -2.86325  0.093
H: -3.62734 5.71639 -4.09242  0.088
H: -5.07669 0.37712 -5.13409  0.076
H: -3.77219 0.86766 -4.21881  0.031
C: -6.09476 2.36955 3.68049  -0.067
C: -4.98799 3.38828 3.71168  -0.419
C: -4.32724 3.47548 2.32615  -0.223
O: -5.31126 3.88307 1.41571  -0.198
C: -4.83873 3.84239 0.07304  -0.086
N: -5.63808 4.65099 4.12687  0.033
H: -6.54279 2.28909 4.67370  0.084
H: -5.72950 1.36372 3.44194  0.074
H: -6.78587 2.70729 2.91738  0.060
H: -4.22780 3.19979 4.47114  0.127
H: -3.92069 2.49439 2.09076  0.113
H: -3.53866 4.23172 2.35248  0.120
H: -4.70472 2.78844 -0.14190  0.080
H: -4.01334 4.52688 -0.08461  0.082
H: -5.59182 4.24802 -0.60465  0.088
H: -4.97790 5.41434 4.11731  0.061
H: -6.35895 4.99619 3.50271  0.070
C: 5.45396 4.05301 -2.15523  -0.046
C: 4.24385 3.77770 -3.01804  -0.378
C: 4.48226 3.22666 -4.41171  -0.208
O: 3.25588 3.37690 -5.09821  -0.212
C: 3.18938 2.83417 -6.43080  -0.063
N: 3.27838 2.85297 -2.33369  0.052
H: 6.00246 4.91866 -2.52402  0.080
H: 6.14516 3.21642 -2.04203  0.069
H: 5.12086 4.37714 -1.16702  0.073
H: 3.66457 4.69513 -3.11627  0.129
H: 4.75360 2.16647 -4.39003  0.115
H: 5.25002 3.75179 -4.98236  0.124
H: 2.21657 3.17339 -6.78189  0.092
H: 3.22850 1.74927 -6.43708  0.066
H: 3.97899 3.30935 -7.01331  0.085
H: 3.62882 1.90916 -2.30658  0.031
H: 2.40295 2.81712 -2.83143  0.055
C: 2.83135 -6.47319 5.14402  -0.047
C: 1.56624 -7.25130 4.86717  -0.438
C: 0.95615 -6.96692 3.47773  -0.211
O: 0.79042 -5.57887 3.21013  -0.227
C: -0.25888 -4.94483 3.92625  -0.083
N: 1.85250 -8.67890 5.12845  0.038
H: 3.57646 -6.77960 4.40401  0.077
H: 3.11653 -6.84121 6.12673  0.085
H: 2.64914 -5.40248 5.04206  0.061
H: 0.77897 -6.96677 5.56438  0.128
H: 0.02197 -7.52506 3.38969  0.115
H: 1.57552 -7.35870 2.66484  0.110
H: -1.21109 -5.41705 3.68614  0.073
H: -0.17561 -3.94796 3.50108  0.086
H: -0.01099 -5.02153 4.97916  0.084
H: 1.07906 -9.32144 5.04491  0.065
H: 2.58612 -9.01199 4.51735  0.067
C: -1.04261 -1.28340 5.18926  -0.061
C: -2.49625 -1.61125 5.56859  -0.393
C: -3.50279 -0.98675 4.59693  -0.179
O: -3.33826 -1.73163 3.38459  -0.216
C: -3.55186 -1.12382 2.13065  -0.100
N: -2.65471 -3.08767 5.57041  0.050
H: -0.74730 -0.25618 5.39783  0.064
H: -0.89412 -1.52660 4.13596  0.046
H: -0.39895 -1.96195 5.74805  0.073
H: -2.63295 -1.09486 6.52539  0.137
H: -3.36279 0.09355 4.48288  0.116
H: -4.49483 -1.22816 4.97132  0.119
H: -3.21586 -1.86103 1.40469  0.075
H: -2.91072 -0.24286 2.11610  0.080
H: -4.55502 -0.83956 1.75938  0.084
H: -3.42958 -3.37840 6.14683  0.064
H: -2.87993 -3.54506 4.69708  0.060
C: 0.73821 -6.50965 -0.37597  -0.047
C: -0.74429 -6.62619 -0.56929  -0.407
C: -1.59820 -6.07622 0.56755  -0.204
O: -2.93045 -6.55446 0.46559  -0.187
C: -3.82274 -5.97666 1.39810  -0.087
N: -1.13240 -5.92871 -1.80804  0.048
H: 1.27316 -6.99189 -1.19189  0.081
H: 1.10214 -7.01656 0.52121  0.065
H: 1.05804 -5.46962 -0.36120  0.072
H: -1.08340 -7.67255 -0.49271  0.144
H: -1.49922 -4.99694 0.52735  0.122
H: -1.21215 -6.47973 1.50468  0.108
H: -3.38557 -6.03675 2.39052  0.077
H: -4.72478 -6.57554 1.27995  0.092
H: -4.09385 -4.96636 1.10401  0.084
H: -2.13046 -5.92674 -1.93767  0.095
H: -0.62759 -6.35082 -2.56550  0.065
C: -4.26354 -0.74016 -1.39216  -0.048
C: -5.72874 -1.13999 -1.50053  -0.413
C: -6.77455 -0.08482 -1.20840  -0.200
O: -6.86978 0.22042 0.19211  -0.196
C: -7.74247 1.29237 0.44648  -0.104
N: -6.03222 -1.57881 -2.88382  0.034
H: -3.66123 -1.62268 -1.62680  0.074
H: -3.99610 -0.36145 -0.41203  0.049
H: -4.03730 0.02282 -2.13297  0.049
H: -6.00985 -1.94246 -0.82224  0.134
H: -7.73535 -0.37462 -1.63255  0.125
H: -6.44158 0.85095 -1.67366  0.108
H: -7.26499 2.21237 0.09625  0.080
H: -7.83035 1.43709 1.51999  0.071
H: -8.70568 1.06459 0.01655  0.086
H: -5.29758 -2.21870 -3.15632  0.060
H: -5.91037 -0.73786 -3.44437  0.028
C: 1.21244 -3.18083 -2.80461  -0.053
C: 0.01652 -3.28858 -3.70614  -0.398
C: 0.09496 -4.51906 -4.62982  -0.200
O: 1.18158 -4.36403 -5.52135  -0.194
C: 1.40622 -5.51904 -6.29911  -0.107
N: -1.21869 -3.35603 -2.84413  0.052
H: 1.09585 -2.29838 -2.17431  0.066
H: 2.15703 -3.10160 -3.34681  0.082
H: 1.14741 -4.08187 -2.19700  0.065
H: -0.02894 -2.40067 -4.33108  0.086
H: -0.85616 -4.61170 -5.15995  0.130
H: 0.24136 -5.43530 -4.05510  0.097
H: 0.58556 -5.78974 -6.96270  0.089
H: 1.69921 -6.32835 -5.63045  0.086
H: 2.26923 -5.26612 -6.92108  0.090
H: -1.00424 -2.65244 -2.15015  0.045
H: -1.29387 -4.24240 -2.36780  -0.008
C: 3.41433 -0.59143 -0.75548  -0.038
C: 4.75592 -0.05676 -1.29768  -0.436
C: 5.95511 -0.64966 -0.52835  -0.204
O: 7.21712 -0.15230 -0.93677  -0.166
C: 7.65644 0.96864 -0.16955  -0.096
N: 4.82040 -0.30820 -2.74249  0.059
H: 3.37706 -0.56975 0.33036  0.063
H: 3.23146 -1.57857 -1.19723  0.069
H: 2.64549 0.05333 -1.19326  0.062
H: 4.86388 1.00786 -1.06774  0.109
H: 5.87882 -1.71111 -0.75490  0.111
H: 5.73083 -0.61638 0.54225  0.113
H: 6.90303 1.72843 0.02730  0.075
H: 8.39091 1.47938 -0.78919  0.085
H: 8.13082 0.64310 0.75528  0.086
H: 4.80904 -1.31298 -2.89223  0.075
H: 5.69315 0.06949 -3.06944  0.066
C: -1.81029 0.52523 -6.83000  -0.040
C: -1.08104 -0.40687 -5.83833  -0.399
C: 0.30943 0.13084 -5.45293  -0.187
O: 1.17319 0.24708 -6.57607  -0.190
C: 2.13672 -0.75766 -6.79200  -0.110
N: -1.94037 -0.52103 -4.61540  0.051
H: -1.53903 1.56618 -6.61721  0.080
H: -2.87041 0.43774 -6.65045  0.054
H: -1.36726 0.37436 -7.81602  0.080
H: -0.95462 -1.39118 -6.27613  0.123
H: 0.73113 -0.50771 -4.67993  0.107
H: 0.06273 1.09163 -4.98750  0.121
H: 2.94412 -0.89960 -6.06335  0.087
H: 2.62619 -0.51081 -7.73237  0.087
H: 1.64590 -1.72254 -6.92393  0.079
H: -1.54041 -1.08103 -3.87661  0.027
H: -2.78712 -1.00778 -4.88122  0.072
C: 0.03115 4.94451 -2.83190  -0.041
C: 0.97501 5.64226 -1.86609  -0.406
C: 0.22993 6.74803 -1.15980  -0.247
O: -0.21995 7.59857 -2.16265  -0.182
C: -1.33971 8.35029 -1.76914  -0.104
N: 1.53859 4.72458 -0.84039  0.052
H: -0.79574 4.45363 -2.30228  0.056
H: 0.58335 4.14242 -3.32191  0.065
H: -0.39358 5.68124 -3.51279  0.083
H: 1.74746 6.19134 -2.40891  0.132
H: 0.84124 7.17442 -0.35152  0.130
H: -0.63442 6.30846 -0.65079  0.119
H: -1.22798 9.11490 -0.98527  0.091
H: -2.12152 7.63660 -1.52600  0.079
H: -1.56130 9.00874 -2.60920  0.089
H: 2.12800 4.00478 -1.23656  0.014
H: 2.10344 5.25311 -0.19212  0.067
C: 3.45035 -2.03960 2.86699  -0.044
C: 3.95118 -3.36233 3.45781  -0.399
C: 4.26335 -4.42935 2.39804  -0.184
O: 5.32688 -3.93935 1.55512  -0.202
C: 5.44133 -4.61735 0.33790  -0.132
N: 5.17997 -3.15036 4.23959  0.062
H: 3.07577 -1.44144 3.69435  0.080
H: 2.59312 -2.13821 2.20915  0.057
H: 4.24521 -1.55028 2.31016  0.051
H: 3.17687 -3.86889 4.03162  0.102
H: 3.41827 -4.72095 1.77799  0.114
H: 4.61382 -5.32021 2.92262  0.106
H: 4.56501 -4.63221 -0.31832  0.087
H: 5.85952 -5.61957 0.52186  0.089
H: 6.29437 -4.14947 -0.15763  0.080
H: 5.44336 -3.96035 4.76484  0.064
H: 5.89340 -2.75569 3.65725  0.063
C: -0.94831 1.37670 -2.00346  -0.053
C: -1.11542 1.61162 -0.52636  -0.413
C: -0.35898 0.58731 0.36671  -0.179
O: -0.93207 -0.72004 0.24873  -0.208
C: -0.21444 -1.70969 1.00277  -0.077
N: -0.73497 2.98628 -0.18457  0.068
H: 0.09618 1.45393 -2.29393  0.075
H: -1.58560 2.05628 -2.57845  0.067
H: -1.39831 0.42462 -2.30641  0.051
H: -2.16140 1.53379 -0.24413  0.114
H: -0.40096 0.96406 1.38896  0.097
H: 0.69081 0.64082 0.05281  0.107
H: 0.78920 -1.78938 0.59915  0.068
H: -0.85719 -2.55532 0.77540  0.078
H: -0.16751 -1.50392 2.06656  0.068
H: 0.11474 3.30348 -0.63578  0.013
H: -0.49969 3.08965 0.79533  0.028

Atoms 1-2, force components in eV/Å:
0.1 -0.7 -0.1
-1.5 0.0 1.3

=====

3.
The following is a quantum chemistry calculation of a structure of composition C10H33N6NiO10, from the OMol25 dataset.

Energy, hartree: -2989.74193
Strongest force on any atom, eV/A: 10.6
Net charge: +1
Relative energy (zero: lowest compared OMol25 entry of this formula, charge and spin), eV: 3.812
HOMO-LUMO gap (alpha / beta), eV: 5.54 / 4.70
Spin multiplicity: 3

Each line ends with the Löwdin charge.
Geometry (Å):
Ni: 2.37957 -1.80513 -2.88193  1.156
O: -1.33898 -0.66365 -0.75668  0.093
C: -0.04998 -0.32971 -0.95926  -0.730
O: 0.42677 0.56312 -0.23476  -0.011
O: 0.68113 -0.96313 -1.77070  -0.043
H: -1.26505 -0.22851 0.09584  0.097
C: -2.52747 -3.02795 0.78906  -0.160
O: -2.11539 -2.62411 2.09081  -0.131
H: -3.06932 -2.26253 0.23351  0.079
H: -1.60977 -3.38296 0.32012  0.062
H: -3.11587 -3.92616 0.97639  0.088
H: -1.73506 -1.75271 1.95814  0.006
C: -1.96668 -3.45534 -2.45262  -0.195
O: -2.68184 -4.65656 -2.35084  -0.093
H: -1.76104 -3.28649 -3.50965  0.081
H: -2.51169 -2.56923 -2.12724  0.067
H: -1.01392 -3.47239 -1.92342  0.057
H: -2.43571 -5.13395 -3.14654  0.076
C: -1.02273 0.81435 3.06786  -0.784
O: -1.80047 0.08439 2.52362  0.073
N: -1.26886 1.36442 4.22351  0.167
N: 0.09142 1.27175 2.61099  0.178
H: -2.20569 1.19656 4.56155  0.126
H: -0.56597 1.61719 4.90332  0.116
H: 0.29516 1.00066 1.65962  0.064
H: 0.80596 1.65168 3.21530  0.124
C: 4.05062 0.38870 -1.15522  -0.731
O: 3.49377 -0.38501 -1.91947  -0.018
N: 3.48091 1.22002 -0.30384  0.218
N: 5.19875 0.16404 -0.79970  0.209
H: 2.47634 1.32228 -0.32581  0.092
H: 3.98448 1.48774 0.52973  0.128
H: 5.70352 -0.62300 -1.18163  0.151
H: 5.66635 0.64113 -0.04218  0.147
C: 3.14575 -3.10735 -0.18693  -0.718
O: 2.73216 -2.93589 -1.32178  -0.014
N: 3.85319 -4.10952 0.06063  0.228
N: 2.86122 -2.42236 0.89245  0.236
H: 4.19628 -4.09919 1.01051  0.142
H: 3.99664 -4.81006 -0.65265  0.158
H: 3.27385 -2.76228 1.74935  0.128
H: 2.68410 -1.42803 0.88631  0.126
C: 0.32307 4.24587 0.91744  -0.091
C: -1.14136 4.21497 1.38221  -0.299
O: -1.36850 5.58730 1.65365  -0.071
H: 0.89100 4.66155 1.74976  0.069
H: 0.46212 4.92426 0.07568  0.077
H: 0.82949 3.28914 0.78967  0.034
H: -1.12654 3.63311 2.30379  0.086
H: -1.81816 3.70024 0.70023  0.094
H: -1.76948 5.66199 2.52270  0.086
C: -2.46456 2.59366 -2.24037  -0.080
C: -3.29865 1.29465 -2.24165  -0.311
O: -2.49409 0.46198 -3.00553  -0.080
H: -1.40364 2.35509 -2.16521  0.062
H: -2.65023 3.25573 -1.39462  0.052
H: -2.60853 3.13004 -3.17828  0.074
H: -4.29099 1.58063 -2.59033  0.112
H: -3.46944 0.97914 -1.21239  0.105
H: -2.01825 -0.13414 -2.42259  0.031

Atoms 1-2, force components in eV/Å:
-1.3 2.1 4.2
1.4 -0.3 -0.3

=====

4.
The following is a quantum chemistry calculation of a cluster of 2 separate species, C11H17N2 in total, from the OMol25 dataset.

Energy, hartree: -538.59839
Strongest force on any atom, eV/A: 3.5
Net charge: +1
Relative energy (zero: lowest compared OMol25 entry of this formula, charge and spin), eV: 1.150
HOMO-LUMO gap, eV: 8.30

Each line ends with the Löwdin charge.
Geometry (Å):
C: -1.55487 3.03250 -1.14619  -0.063
C: 0.22827 3.01087 0.54189  -0.044
C: -0.82987 2.38417 -0.05199  -0.232
C: 0.11985 1.07401 1.65376  -0.208
C: -0.93287 1.14224 0.67733  -0.146
C: 0.25480 -0.08368 2.41704  -0.045
C: -1.77008 0.02390 0.64103  -0.082
C: -0.54183 -1.20407 2.32584  -0.078
C: -1.52584 -1.14760 1.31147  -0.130
N: 0.83148 2.24199 1.50948  0.090
H: 0.81789 3.84964 0.18662  0.138
H: 1.71309 2.31139 1.99374  0.163
H: -2.59748 3.29602 -0.88969  0.096
H: -1.61682 2.50172 -2.10612  0.073
H: 1.04738 -0.04915 3.18243  0.122
H: -2.64281 0.07170 0.01431  0.117
H: -0.24426 -2.10883 2.85128  0.112
H: -2.24272 -1.95780 1.16430  0.111
H: -1.03297 3.88562 -1.61134  0.090
C: 1.19243 -2.12941 -1.97788  -0.176
C: 2.00841 -2.92471 -1.04687  -0.076
N: 0.36088 -1.05001 -1.21334  0.197
H: 1.49792 -1.58675 -2.86744  0.124
H: 0.44213 -2.79659 -2.45940  0.136
H: 1.49187 -2.97919 -0.06947  0.090
H: 2.86070 -2.35854 -0.61815  0.105
H: 0.74364 -1.01018 -0.26653  0.124
H: 0.36799 -0.17284 -1.72578  0.160
H: -0.61429 -1.32353 -1.07146  0.137
H: 2.16795 -3.94287 -1.34888  0.093

Atoms 1-2, force components in eV/Å:
-1.2 0.4 -2.0
1.8 0.0 -0.5